--- one ---
DFT (ωB97M-V/def2-TZVPD) results for an isolated molecule of C2H5FSi.

- Highest occupied orbital energy: -0.37941 hartree
- Orbital gap: 11.08 eV
- Structure (SMILES): C=C(F)[SiH3]

```
! RIJCOSX wB97M-V def2-TZVPD def2/J DEFGRID3
* xyz 0 1
C -0.55738 -0.28485 1.52374
C -0.22883 0.28684 0.36735
F -0.66921 1.84205 0.29721
Si 0.71616 -0.06809 -1.27561
H -0.39877 -1.34855 1.85325
H -1.36594 0.00626 2.15664
H 1.38656 -1.12389 -0.63334
H -0.13448 -0.50823 -2.39709
H 1.25189 1.19847 -1.89214
*
```

--- two ---
DFT (ωB97M-V/def2-TZVPD) results for an isolated molecule of C2H5FSi.

- Highest occupied orbital energy: -0.36760 hartree
- Orbital gap: 10.85 eV
- Structure (SMILES): C=C(F)[SiH3]

```
! RIJCOSX wB97M-V def2-TZVPD def2/J DEFGRID3
* xyz 0 1
C -0.32654 -0.99140 -1.30730
C -0.36580 0.15109 -0.63342
F -0.77557 1.27019 -1.25893
Si 0.34441 0.55790 1.14851
H 0.12788 -1.80619 -0.75560
H -0.38977 -1.01752 -2.33615
H -0.17484 -0.06238 2.49301
H 1.68220 0.00113 1.30264
H -0.12198 1.89717 1.34724
*
```

--- three ---
DFT (ωB97M-V/def2-TZVPD) results for a cluster of 2 separate species, C2H5FSi in total.

- Highest occupied orbital energy (spin up / spin down): -0.31210 / -0.31215 hartree
- Orbital gap (spin up / spin down): 8.18 / 8.18 eV

```
! RIJCOSX wB97M-V def2-TZVPD def2/J DEFGRID3
* xyz 0 1
C 1.11609 1.15342 -0.62419
C 1.30270 0.06649 0.10736
F -2.00071 0.24091 -0.21424
Si -1.36219 -1.02609 0.50468
H 1.97761 1.82452 -0.96744
H 0.13981 1.36170 -1.14982
H 2.24107 -0.18341 0.72446
H -1.66354 -2.05919 -0.41626
H -1.75084 -1.37835 2.03546
*
```

Unit: eV. Relative energies: one 0.743; two 0.000; three 0.910.

--- one ---
DFT (ωB97M-V/def2-TZVPD) results for a cluster of 3 separate species, CH2ClFO2 in total.

- Highest occupied orbital energy (spin up / spin down): -0.37977 / -0.37990 hartree
- Orbital gap (spin up / spin down): 8.54 / 8.54 eV

```
! RIJCOSX wB97M-V def2-TZVPD def2/J DEFGRID3
* xyz 0 1
C 1.34381 -0.55428 1.23645
O 1.63588 -0.95618 0.22242
O -2.29162 -1.98447 0.84552
F 2.55494 0.17046 -0.86017
Cl -3.92031 -2.06221 1.04196
H -2.04990 -2.89366 0.93340
H 1.63008 0.38947 1.63752
*
```

--- two ---
DFT (ωB97M-V/def2-TZVPD) results for a cluster of 3 separate species, CH2ClFO2 in total.

- Highest occupied orbital energy (spin up / spin down): -0.38999 / -0.38472 hartree
- Orbital gap (spin up / spin down): 8.66 / 8.50 eV

```
! RIJCOSX wB97M-V def2-TZVPD def2/J DEFGRID3
* xyz 0 1
C 1.25625 -0.87399 0.34155
O 1.33574 -0.17963 -0.58575
O -1.06763 -0.17680 -0.00062
F 0.87920 1.57705 -0.49051
Cl -2.73184 -0.12891 -0.57261
H -0.57711 0.60807 -0.10452
H 0.90539 -0.82578 1.41245
*
```

Unit: eV. Relative energies: one 0.202; two 0.000.

--- one ---
DFT (ωB97M-V/def2-TZVPD) results for a cluster of 3 separate species, CH3Cl2N3O in total.

- Highest occupied orbital energy: -0.37570 hartree
- Orbital gap: 10.47 eV
- Structure (SMILES): [H]/N=N/Cl.N=C=O.Cl

```
! RIJCOSX wB97M-V def2-TZVPD def2/J DEFGRID3
* xyz 0 1
C -1.40587 1.65268 -0.19524
N 1.65746 0.52253 -2.15737
N -1.23337 0.67704 -0.83774
N 0.80440 -0.23692 -1.76061
O -1.56672 2.55377 0.49356
Cl -0.67167 -3.35187 -1.60453
Cl 1.32369 -0.90238 -0.17671
H -0.19655 -4.59540 -1.69483
H 1.39405 0.97484 -3.04464
H -1.45308 0.20987 -1.63168
*
```

--- two ---
DFT (ωB97M-V/def2-TZVPD) results for a cluster of 3 separate species, CH3Cl2N3O in total.

- Highest occupied orbital energy: -0.38642 hartree
- Orbital gap: 10.58 eV
- Structure (SMILES): [H]/N=N/Cl.N=C=O.Cl

```
! RIJCOSX wB97M-V def2-TZVPD def2/J DEFGRID3
* xyz 0 1
C -0.22127 -1.51587 0.52832
N -0.68266 1.73324 -1.18935
N 0.49435 -1.42100 1.45906
N -0.11714 1.00330 -0.41715
O -1.04565 -1.85264 -0.25773
Cl -3.66849 1.10917 0.21537
Cl 1.20369 1.75080 0.45052
H -3.97199 0.08952 0.90228
H -1.40924 1.21707 -1.64287
H 1.26536 -0.76606 1.57169
*
```

Unit: eV. Relative energies: one 0.521; two 0.000.

--- one ---
DFT (ωB97M-V/def2-TZVPD) results for a structure of composition C4H5O2Sm.

- Highest occupied orbital energy (spin up / spin down): -0.44292 / -0.44660 hartree
- Orbital gap (spin up / spin down): 6.81 / 7.01 eV

```
! RIJCOSX wB97M-V def2-TZVPD def2/J DEFGRID3
* xyz 1 7
H 3.34306 -1.29732 0.12227
O 2.44084 -1.50614 0.38000
C 1.55521 -0.70377 -0.37305
C 0.16953 -1.03204 -0.02302
C -0.94519 -1.41324 0.27323
H 1.69370 -0.86292 -1.45608
H 1.71948 0.36915 -0.17344
H -1.88180 -1.76218 0.67188
C -1.84610 1.71200 -0.21227
O -1.33497 2.54130 0.59418
Sm -3.58851 2.36184 1.38700
H -1.32526 1.59332 -1.19069
*
```

--- two ---
DFT (ωB97M-V/def2-TZVPD) results for a structure of composition C4H5O2Sm.

- Highest occupied orbital energy (spin up / spin down): -0.39464 / -0.41371 hartree
- Orbital gap (spin up / spin down): 4.38 / 4.93 eV

```
! RIJCOSX wB97M-V def2-TZVPD def2/J DEFGRID3
* xyz 1 7
H 1.88067 3.23088 -2.23818
O -0.33084 1.29121 0.12970
C -0.88780 -0.91692 0.58676
C -1.18973 -1.92076 1.40247
C -1.02918 0.46177 0.80063
C 0.36101 -1.51611 -0.22156
O 1.20327 -0.60904 -0.62969
Sm 1.73124 1.41831 -1.47459
H -0.51470 2.22318 0.33884
H 0.58808 -2.35351 0.65280
H -1.64949 0.83312 1.62228
H -0.16252 -2.14212 -0.96946
*
```

Unit: eV. Relative energies: one 0.000; two 4.352.

--- one ---
DFT (ωB97M-V/def2-TZVPD) results for an isolated molecule of C3H6ClNO2.

- Highest occupied orbital energy: -0.41096 hartree
- Orbital gap: 10.47 eV
- Structure (SMILES): CC(C)(Cl)[N+](=O)[O-]

```
! RIJCOSX wB97M-V def2-TZVPD def2/J DEFGRID3
* xyz 0 1
C 0.80842 -1.13929 0.02988
C 0.10947 1.10653 -0.85169
C -0.23555 -0.06911 -0.06782
N -0.81806 0.30830 1.27449
O -1.56993 1.24408 1.29946
O -0.34275 -0.23937 2.24450
Cl -1.84201 -1.08650 -0.87073
H 0.43983 -2.03018 0.64935
H 1.65316 -0.68833 0.59338
H 1.19744 -1.42095 -0.97238
H 0.48848 0.66003 -1.86696
H 0.89863 1.62798 -0.39934
H -0.78713 1.72681 -1.06216
*
```

--- two ---
DFT (ωB97M-V/def2-TZVPD) results for an isolated molecule of C3H6ClNO2.

- Highest occupied orbital energy: -0.37433 hartree
- Orbital gap: 10.75 eV
- Structure (SMILES): OC/N=C(\O)CCl

```
! RIJCOSX wB97M-V def2-TZVPD def2/J DEFGRID3
* xyz 0 1
C -0.54662 -0.00840 -0.14740
C -1.71759 0.81530 -0.54967
C 1.80464 -0.28850 0.34865
N 0.63029 0.37843 -0.09708
O -0.86553 -1.58123 0.44787
O 2.78380 0.62531 0.58300
Cl -3.17416 0.13250 0.34586
H -1.83039 1.88872 -0.23570
H -2.01117 0.75624 -1.58521
H 2.14784 -1.23841 -0.28896
H 1.33091 -0.78464 1.23734
H -1.74749 -1.54641 0.18372
H 3.19549 0.85108 -0.24242
*
```

--- three ---
DFT (ωB97M-V/def2-TZVPD) results for a cluster of 3 separate species, C3H6ClNO2 in total.

- Highest occupied orbital energy: -0.33952 hartree
- Orbital gap: 9.70 eV

```
! RIJCOSX wB97M-V def2-TZVPD def2/J DEFGRID3
* xyz 0 1
C 1.58996 1.21348 1.04965
C -1.30745 -1.29787 -0.44845
C -1.38941 -0.35350 0.71290
N 0.46398 1.61677 0.92123
O 2.66491 0.84851 1.23437
O -1.10175 -0.94195 1.82137
Cl 2.12853 1.65001 -3.31988
H -1.26347 -0.80240 -1.42909
H -2.28023 -1.74225 -0.43123
H -0.75058 -2.20348 -0.15688
H 2.42123 2.60641 -2.63183
H -0.45769 1.27808 0.84341
H -0.71802 -1.87182 1.83444
*
```

Unit: eV. Relative energies: one 0.739; two 0.000; three 0.404.

--- one ---
DFT (ωB97M-V/def2-TZVPD) results for a cluster of 2 separate species, C11H15N in total.

- Highest occupied orbital energy (spin up / spin down): 0.02602 / -0.10586 hartree
- Orbital gap (spin up / spin down): 3.00 / 6.54 eV

```
! RIJCOSX wB97M-V def2-TZVPD def2/J DEFGRID3
* xyz -1 2
C -0.54659 -2.40402 1.48630
C -1.99574 -1.87832 1.68534
H -0.20156 -2.15568 0.50954
H 0.06816 -1.94856 2.15709
H -0.57645 -3.44560 1.58071
H -2.17593 -1.53375 2.69780
H -2.67359 -2.84299 1.56811
H -2.12868 -1.07966 0.94406
C -0.52299 1.23149 1.81843
C 1.53190 1.10702 -1.31225
C 0.41113 0.78510 -0.61904
C 0.55432 1.36170 0.76202
C 1.73947 2.02304 0.77932
C 1.59726 0.81171 -2.67801
C 0.46428 0.08677 -3.27416
C -0.68088 0.07616 -1.15055
C -0.63596 -0.16434 -2.50083
N 2.48646 1.85252 -0.46787
H 3.29400 2.36255 -0.94496
H 2.39014 0.99312 -3.24604
H 2.07211 2.55061 1.78472
H 0.59563 -0.32965 -4.27866
H -1.45035 -0.30648 -0.42372
H 0.06170 0.74629 2.67234
H -1.25068 0.48746 1.50098
H -1.47586 -0.58665 -3.04762
H -0.95131 2.20015 1.99695
*
```

--- two ---
DFT (ωB97M-V/def2-TZVPD) results for a cluster of 2 separate species, C11H15N in total.

- Highest occupied orbital energy (spin up / spin down): 0.02792 / -0.10830 hartree
- Orbital gap (spin up / spin down): 2.96 / 6.54 eV

```
! RIJCOSX wB97M-V def2-TZVPD def2/J DEFGRID3
* xyz -1 2
C -0.02266 -2.99063 0.03341
C -0.82927 -3.37522 -1.18818
H -0.60713 -2.66426 0.90022
H 0.52154 -3.84667 0.43989
H 0.81832 -2.29950 -0.07059
H -1.63001 -4.09726 -1.01207
H -0.07210 -3.92851 -1.77656
H -1.22109 -2.67277 -1.92062
C 2.56852 1.15374 1.42515
C -0.32427 1.29115 -0.80292
C 0.21188 1.41965 0.49491
C 1.58850 1.27828 0.30711
C 1.89247 0.86286 -0.94792
C -1.74097 1.44327 -1.00684
C -2.50899 1.90051 0.09536
C -0.62428 1.79892 1.57960
C -1.96434 2.00189 1.36932
N 0.64249 0.81758 -1.69547
H 0.49025 0.61219 -2.66077
H -2.21736 1.15482 -1.93486
H 2.81023 0.55035 -1.40579
H -3.54504 2.04399 -0.18446
H -0.19389 1.93091 2.56916
H 2.70909 0.10336 1.72702
H 2.30157 1.70597 2.32968
H -2.63153 2.30748 2.17252
H 3.57805 1.49788 1.16370
*
```

Unit: eV. Relative energies: one 1.350; two 0.000.